This record from OMol25 describes a molecular structure, C31H22AsCl5N10OS4V at a distorted geometry. The level of theory is the ωB97M-V functional and the def2-TZVPD basis.

Output
Net charge ... -2
Multiplicity ... 4
Gap between HOMO and LUMO (alpha / beta) ... 4.3 / 4.6 eV
Calculated total energy ... -241937.0197 eV
Energy relative to the best compared isomer or geometry (same formula, charge and spin) ... 0.0000 eV

```
75
C31H22AsCl5N10OS4V (the ωB97M-V functional and the def2-TZVPD basis)
V 0.40 0.02 -0.16
C -3.71 4.33 1.50
N -2.37 4.28 0.99
C -1.62 3.26 0.54
N -0.45 3.70 0.15
C -0.53 5.03 0.38
N -1.67 5.44 0.89
C -4.75 4.64 0.44
C -5.98 5.15 0.82
C -6.94 5.46 -0.13
C -6.68 5.27 -1.47
C -5.45 4.75 -1.87
C -4.49 4.43 -0.91
C -5.19 4.50 -3.27
N -5.98 4.70 -4.28
N -5.32 4.25 -5.39
C -4.18 3.78 -4.99
O -4.02 3.94 -3.66
C -3.18 3.09 -5.79
C -3.50 2.80 -7.12
C -2.61 2.07 -7.88
C -1.42 1.62 -7.33
C -1.07 1.93 -6.03
C 0.29 1.51 -5.53
N 0.29 0.62 -4.38
C -0.11 0.85 -3.13
N 0.35 -0.08 -2.33
C 1.03 -0.91 -3.17
N 1.06 -0.49 -4.41
C -1.96 2.68 -5.26
H -3.72 5.13 2.24
H -3.95 3.39 2.00
H -1.95 2.23 0.50
H 0.28 5.72 0.17
H -6.19 5.32 1.88
H -7.90 5.85 0.19
H -7.43 5.49 -2.23
H -3.55 4.02 -1.23
H -4.44 3.14 -7.52
H -2.85 1.83 -8.91
H -0.75 1.02 -7.94
H 0.90 2.39 -5.29
H 0.81 0.95 -6.32
H -0.74 1.67 -2.81
H 1.50 -1.81 -2.82
H -1.72 2.94 -4.24
S -3.13 -2.84 0.71
As -1.90 -1.87 -0.73
S 0.24 -2.28 -0.23
S -1.97 0.31 -0.39
S -2.34 -2.42 -2.72
N 1.76 1.98 2.19
C 0.89 1.06 2.75
C 0.75 1.03 4.14
C -0.17 0.17 4.71
C -0.92 -0.64 3.87
C -0.69 -0.58 2.51
N 0.20 0.25 1.93
H 2.55 2.22 2.77
H 2.01 1.75 1.24
H 1.37 1.67 4.75
H -0.29 0.13 5.79
H -1.66 -1.33 4.25
H -1.23 -1.26 1.87
Cl 2.64 -1.68 1.92
C 3.38 -0.62 0.76
C 2.57 0.13 -0.14
C 3.37 0.91 -1.00
Cl 2.59 2.01 -2.13
C 4.76 0.94 -1.03
Cl 5.63 1.90 -2.19
C 5.48 0.21 -0.10
Cl 7.21 0.25 -0.08
C 4.77 -0.57 0.81
Cl 5.67 -1.44 2.02
```

***

This record from OMol25 describes a molecular structure, C31H22BrN4O3S5Y at a distorted geometry. The level of theory is the ωB97M-V functional and the def2-TZVPD basis.

Output
Net charge ... 0
Multiplicity ... 1
Gap between HOMO and LUMO ... 7.3 eV
Calculated total energy ... -169873.7904 eV

```
67
C31H22BrN4O3S5Y (the ωB97M-V functional and the def2-TZVPD basis)
Y -0.09 0.49 -0.88
S -1.98 -0.25 -2.92
C -0.91 -1.60 -3.00
C -1.13 -2.80 -3.80
C -0.19 -3.83 -3.83
C 1.02 -3.70 -3.14
C 1.18 -2.54 -2.41
N 0.26 -1.54 -2.33
H -2.05 -2.96 -4.32
H -0.42 -4.74 -4.41
H 1.81 -4.42 -3.18
H 2.08 -2.39 -1.81
Br 1.20 1.10 -4.50
C 0.45 2.58 -3.61
C 0.22 3.71 -4.41
C -0.03 4.92 -3.75
C -0.18 4.88 -2.34
C -0.02 3.71 -1.65
N 0.36 2.55 -2.31
C -0.21 3.57 -0.15
O -0.48 4.57 0.48
O -0.09 2.32 0.29
H 0.31 3.69 -5.48
H -0.19 5.86 -4.23
H -0.44 5.77 -1.76
O -1.11 -0.75 0.60
C -1.87 -1.06 1.76
C -1.67 0.10 2.76
C -0.54 0.31 3.49
C -0.36 1.68 3.84
C -1.42 2.45 3.40
S -2.63 1.58 2.54
C -1.46 -2.41 2.40
C -1.34 -3.59 1.70
C -1.04 -4.74 2.54
C -0.85 -4.34 3.82
S -1.10 -2.64 4.12
C -3.38 -1.25 1.43
C -4.33 -1.30 2.42
C -5.67 -1.45 1.92
C -5.72 -1.45 0.55
S -4.17 -1.28 -0.16
H 0.17 -0.50 3.72
H 0.47 2.09 4.40
H -1.47 3.53 3.48
H -1.53 -3.69 0.62
H -0.95 -5.76 2.19
H -0.56 -4.91 4.71
H -4.05 -1.24 3.45
H -6.52 -1.52 2.60
H -6.57 -1.65 -0.07
N 2.15 -2.00 1.46
C 2.61 -0.75 1.20
N 2.28 -0.06 0.10
C 3.18 1.00 -0.07
C 3.41 1.76 -1.22
C 4.47 2.67 -1.28
C 5.31 2.84 -0.17
C 5.10 2.12 1.02
C 4.04 1.19 1.07
S 3.74 0.05 2.35
H 1.25 -2.21 1.03
H 2.32 -2.38 2.37
H 2.79 1.63 -2.12
H 4.67 3.23 -2.17
H 6.16 3.51 -0.25
H 5.70 2.27 1.89
```

***

This record from OMol25 describes a molecular structure, C31H22N8O8RuS3. The level of theory is the ωB97M-V functional and the def2-TZVPD basis.

Output
Net charge ... -1
Multiplicity ... 2
Gap between HOMO and LUMO (alpha / beta) ... 7.6 / 6.5 eV
Calculated total energy ... -95899.9284 eV
Energy relative to the best compared isomer or geometry (same formula, charge and spin) ... 0.0000 eV

```
73
C31H22N8O8RuS3 (the ωB97M-V functional and the def2-TZVPD basis)
Ru -1.38 -0.97 -0.28
C -0.76 2.78 -1.30
C -1.32 1.70 -2.15
N -1.53 0.43 -1.84
C -2.21 -0.13 -2.90
C -2.37 0.79 -3.88
N -1.80 1.94 -3.39
C -3.00 0.80 -5.23
O -3.54 -0.32 -5.63
O -2.98 1.82 -5.88
C -2.69 -1.53 -2.78
O -3.29 -2.05 -3.73
O -2.45 -2.08 -1.66
H -0.38 2.37 -0.37
H -1.56 3.47 -1.02
H 0.02 3.33 -1.82
H -1.79 2.80 -3.90
H -3.47 -1.05 -4.92
O -2.78 0.76 6.33
C -1.95 1.51 5.80
O -0.96 2.10 6.28
C -2.12 1.71 4.27
C -1.31 2.60 3.58
C -1.36 2.62 2.20
N -2.11 1.79 1.48
C -2.93 0.98 2.14
C -3.00 0.94 3.53
C -3.76 -0.01 1.33
O -4.78 -0.47 1.80
O -3.25 -0.39 0.19
H -0.64 3.23 4.14
H -0.72 3.30 1.63
H -3.67 0.25 4.03
N -0.82 -1.02 2.94
C 0.15 -0.30 2.28
C 1.14 0.30 3.07
C 2.11 1.06 2.47
C 2.08 1.21 1.08
C 1.08 0.59 0.38
N 0.11 -0.14 0.96
C -1.60 -2.09 2.52
C -2.26 -2.82 3.51
C -3.04 -3.89 3.15
C -3.13 -4.23 1.80
C -2.48 -3.45 0.88
N -1.73 -2.38 1.23
H -0.88 -0.83 3.93
H 1.12 0.17 4.14
H 2.87 1.54 3.06
H 2.83 1.79 0.55
H 1.02 0.67 -0.69
H -2.17 -2.51 4.55
H -3.57 -4.45 3.90
H -3.73 -5.06 1.47
H -2.56 -3.63 -0.18
S 3.14 1.24 -4.78
C 2.69 0.11 -3.65
S 1.06 -0.45 -3.45
C 1.52 -1.38 -2.04
N 2.78 -1.31 -1.79
N 3.44 -0.51 -2.70
C 4.83 -0.30 -2.46
C 5.74 -0.28 -3.50
C 7.08 -0.08 -3.22
C 7.52 0.08 -1.92
C 6.60 0.04 -0.88
C 5.25 -0.15 -1.14
S 0.44 -2.31 -1.06
H 5.40 -0.41 -4.52
H 7.79 -0.06 -4.04
H 8.57 0.23 -1.71
H 6.93 0.16 0.15
H 4.52 -0.20 -0.34
```

***

This record from OMol25 describes a molecular structure, C31H23BiBr2N8OS3 at a distorted geometry. The level of theory is the ωB97M-V functional and the def2-TZVPD basis.

Output
Net charge ... 0
Multiplicity ... 1
Gap between HOMO and LUMO ... 6.8 eV
Calculated total energy ... -224918.5454 eV
Energy relative to the best compared isomer or geometry (same formula, charge and spin) ... 0.0000 eV

```
69
C31H23BiBr2N8OS3 (the ωB97M-V functional and the def2-TZVPD basis)
Bi 0.27 -0.45 -1.06
C 0.76 -3.95 0.35
C 0.75 -3.03 1.52
C 1.25 -3.48 2.76
C 1.37 -2.64 3.78
C 0.88 -1.27 3.65
C 0.99 -0.32 4.71
Br 2.09 -0.66 6.28
C 0.53 0.95 4.57
C -0.15 1.26 3.37
Br -0.77 3.09 3.37
C -0.19 0.43 2.25
O -0.72 0.80 1.18
C 0.35 -0.89 2.40
N 0.28 -1.82 1.33
H 1.00 -4.96 0.70
H 1.50 -3.57 -0.36
H -0.20 -3.91 -0.17
H 1.53 -4.51 2.93
H 1.72 -2.90 4.78
H 0.58 1.67 5.29
C 2.69 3.27 0.63
C 2.53 4.26 -0.29
C 2.07 3.89 -1.55
C 1.76 2.58 -1.81
N 1.92 1.64 -0.89
C 2.28 2.00 0.35
C 1.29 2.07 -3.15
C 1.57 2.74 -4.34
C 1.05 2.27 -5.50
C 0.29 1.12 -5.52
C 0.03 0.50 -4.29
N 0.49 0.92 -3.14
H 3.04 3.36 1.65
H 2.73 5.25 -0.06
H 1.88 4.58 -2.38
H 2.32 1.27 1.10
H 2.12 3.66 -4.33
H 1.18 2.82 -6.43
H -0.05 0.55 -6.35
H -0.59 -0.47 -4.28
S -0.33 -2.52 -2.53
C 1.22 -3.13 -3.10
C 1.13 -4.12 -4.13
N 1.07 -4.99 -4.88
C 2.39 -2.66 -2.64
S 2.63 -1.45 -1.38
C 3.65 -3.05 -3.27
N 4.70 -3.40 -3.58
C -4.22 1.88 2.55
C -3.70 0.74 1.65
C -3.54 -0.57 2.01
C -3.02 -1.48 1.08
N -2.88 -1.14 -0.15
C -3.10 0.13 -0.59
S -2.62 0.64 -2.11
N -3.53 1.08 0.38
C -2.87 -2.92 1.36
H -3.47 2.06 3.32
H -5.21 1.63 2.89
H -4.31 2.82 1.97
H -3.70 -0.77 3.04
H -3.50 2.00 0.06
H -3.75 -3.50 1.78
H -2.07 -3.06 2.11
H -2.53 -3.42 0.47
N -0.90 3.67 0.30
C -1.11 4.80 0.03
H -0.87 2.61 0.28
```

***

This record from OMol25 describes a molecular structure, C31H23Cl2N7O3V at a distorted geometry. The level of theory is the ωB97M-V functional and the def2-TZVPD basis.

Output
Net charge ... 0
Multiplicity ... 2
Gap between HOMO and LUMO (alpha / beta) ... 6.7 / 4.3 eV
Calculated total energy ... -99829.2589 eV
Energy relative to the best compared isomer or geometry (same formula, charge and spin) ... 0.0000 eV

```
67
C31H23Cl2N7O3V (the ωB97M-V functional and the def2-TZVPD basis)
V -0.13 0.24 0.02
Cl 5.33 3.00 2.99
C 4.13 2.55 1.83
C 3.11 1.69 2.22
C 2.16 1.28 1.29
N 1.08 0.40 1.52
C 0.88 -0.34 2.63
O 1.53 -0.39 3.67
C -0.36 -1.20 2.46
C -0.75 -2.06 3.47
C -1.89 -2.83 3.30
C -2.62 -2.68 2.13
C -2.17 -1.80 1.16
N -1.05 -1.07 1.30
C 2.23 1.77 -0.04
C 3.25 2.62 -0.42
C 4.20 3.01 0.52
Cl 5.47 4.08 0.02
N 1.21 1.28 -0.89
C 1.16 1.42 -2.23
O 1.92 2.00 -2.98
C -0.04 0.67 -2.80
C -0.29 0.73 -4.16
C -1.34 -0.01 -4.68
C -2.10 -0.79 -3.82
C -1.78 -0.79 -2.47
N -0.79 -0.06 -1.95
H 3.07 1.32 3.23
H -0.14 -2.10 4.36
H -2.22 -3.51 4.07
H -3.52 -3.25 1.95
H -2.73 -1.66 0.25
H 3.32 2.98 -1.43
H 0.36 1.34 -4.77
H -1.57 0.02 -5.74
H -2.91 -1.40 -4.18
H -2.35 -1.41 -1.79
C 3.68 2.94 8.13
C 2.64 3.18 7.07
C 2.53 4.42 6.44
C 1.61 4.65 5.43
C 0.77 3.61 5.03
N -0.17 3.74 3.98
C -0.65 4.91 3.45
O -0.38 6.02 3.84
N -1.58 4.76 2.42
C -1.91 3.73 1.55
C -3.15 3.80 0.91
C -3.51 2.79 0.04
C -2.65 1.74 -0.18
N -1.44 1.65 0.41
C -1.08 2.65 1.27
C 0.86 2.38 5.65
C 1.79 2.16 6.65
H 3.84 3.83 8.73
H 4.63 2.66 7.69
H 3.37 2.13 8.80
H 3.18 5.23 6.75
H 1.55 5.61 4.96
H -0.63 2.89 3.70
H -2.05 5.64 2.25
H -3.82 4.63 1.10
H -4.46 2.81 -0.47
H -2.93 0.93 -0.85
H -0.09 2.58 1.68
H 0.23 1.56 5.33
H 1.86 1.18 7.11
```

***

This record from OMol25 describes a molecular structure, C31H23F12N4O5Tc at a distorted geometry. The level of theory is the ωB97M-V functional and the def2-TZVPD basis.

Output
Net charge ... +2
Multiplicity ... 1
Gap between HOMO and LUMO (alpha / beta) ... 5.3 / 5.3 eV
Calculated total energy ... -83512.4448 eV

```
76
C31H23F12N4O5Tc (the ωB97M-V functional and the def2-TZVPD basis)
Tc -0.95 -0.21 0.34
N -2.93 -0.29 1.37
C -3.99 -0.83 0.48
C -3.42 -1.38 -0.80
O -4.10 -1.91 -1.63
N -2.03 -1.23 -0.92
C -1.43 -1.54 -2.19
C -0.44 -0.44 -2.47
O 0.22 -0.34 -3.46
O -0.31 0.42 -1.43
H -2.76 -0.90 2.16
H -3.18 0.62 1.72
H -4.69 -0.05 0.20
H -4.56 -1.62 0.97
H -2.16 -1.61 -2.99
H -0.87 -2.48 -2.16
C 4.20 2.98 -2.64
C 3.42 1.93 -1.91
C 3.32 0.63 -2.40
C 2.61 -0.31 -1.70
C 1.92 0.05 -0.53
N 1.17 -0.90 0.13
C 1.73 -2.06 0.45
C 3.14 -2.29 0.22
C 3.68 -3.54 0.32
C 2.89 -4.61 0.77
C 3.45 -5.98 0.90
C 1.57 -4.34 1.23
C 0.99 -3.12 1.11
C -0.34 -2.86 1.77
O -0.83 -1.59 1.56
C -0.19 -2.97 3.32
F 0.72 -2.08 3.71
F -1.35 -2.68 3.89
F 0.20 -4.18 3.70
C -1.42 -3.85 1.21
F -1.31 -3.90 -0.12
F -1.28 -5.08 1.69
F -2.64 -3.42 1.51
C 1.92 1.40 -0.06
C 2.74 2.27 -0.72
C 1.18 1.78 1.22
O -0.07 1.19 1.37
C 0.88 3.32 1.28
F -0.04 3.57 2.20
F 0.39 3.71 0.09
F 1.96 4.06 1.55
C 2.07 1.37 2.44
F 1.52 1.72 3.58
F 3.29 1.89 2.35
F 2.22 0.02 2.44
H 4.72 2.58 -3.51
H 4.94 3.44 -1.97
H 3.54 3.79 -2.96
H 3.78 0.37 -3.35
H 2.48 -1.30 -2.11
H 3.78 -1.46 -0.01
H 4.73 -3.69 0.11
H 4.40 -6.09 0.38
H 2.74 -6.72 0.53
H 3.60 -6.21 1.96
H 1.04 -5.15 1.71
H 2.87 3.28 -0.34
N -2.12 1.45 -0.20
C -2.63 2.42 -0.52
C -3.27 3.64 -0.92
C -4.43 3.58 -1.68
C -5.06 4.75 -2.05
C -4.53 5.97 -1.66
C -3.37 6.03 -0.90
C -2.73 4.87 -0.52
H -4.83 2.62 -1.99
H -5.97 4.72 -2.64
H -5.02 6.89 -1.95
H -2.96 6.99 -0.59
H -1.82 4.89 0.07
```